The following is a quantum chemistry calculation of a single C2H3N3O molecule in a non-equilibrium geometry, from OMol25.

As for the strongest force on any atom: 4.797 eV/Å. As for the energy above the lowest of the compared OMol25 structures with the same formula, charge and spin: 4.905 eV. The HOMO energy is -9.959 eV. The LUMO energy is -0.32 eV. The SMILES is Oc1nc[nH]n1. Its total charge is 0. The calculated total energy comes out at -317.3521 Eh.

CARTESIAN COORDINATES (ANGSTROEM)
O: 0.352 2.148 0.496
C: -0.552 0.766 0.094
N: -1.287 -0.335 0.450
N: -0.405 -1.333 0.085
C: 0.722 -0.811 -0.428
N: 0.596 0.455 -0.526
H: -0.380 2.722 0.579
H: -0.677 -2.297 -0.051
H: 1.631 -1.314 -0.699


The following is a quantum chemistry calculation of a 2-piece molecular cluster, C6H14N2O2 overall in a non-equilibrium geometry, from OMol25.

As for the strongest force on any atom: 1.212 eV/Å. As for the energy above the lowest of the compared OMol25 structures with the same formula, charge and spin: 0.517 eV. The HOMO energy is -9.139 eV. The LUMO energy is 0.64 eV. The SMILES is CNC(C)=O.CNC(C)=O. Its total charge is 0. The calculated total energy comes out at -497.0385 Eh.

CARTESIAN COORDINATES (ANGSTROEM)
C: 0.465 2.100 0.035
C: -1.413 0.535 2.933
C: 0.174 1.652 1.442
O: 0.911 1.951 2.374
N: -0.956 0.920 1.610
H: 0.399 1.263 -0.671
H: -1.332 0.440 0.805
H: -1.362 1.425 3.553
H: -2.472 0.280 2.824
H: -0.217 2.851 -0.349
H: 1.505 2.430 -0.037
H: -0.876 -0.306 3.364
C: 2.018 -1.677 -0.517
C: -1.077 -0.794 -2.533
C: -0.272 -1.294 -1.361
O: -0.774 -1.412 -0.254
N: 1.035 -1.552 -1.581
H: 1.386 -1.607 -2.522
H: 2.268 -0.709 -0.077
H: -1.747 -0.029 -2.165
H: 1.666 -2.333 0.274
H: 2.910 -2.136 -0.937
H: -0.469 -0.420 -3.359
H: -1.771 -1.577 -2.853


The following is a quantum chemistry calculation of a single C2H2O3S molecule in a non-equilibrium geometry, from OMol25.

As for the strongest force on any atom: 1.713 eV/Å. As for the energy above the lowest of the compared OMol25 structures with the same formula, charge and spin: 4.726 eV. The HOMO energy is -10.234 eV. The LUMO energy is -0.34 eV. Its total charge is 0. The calculated total energy comes out at -701.1667 Eh.

CARTESIAN COORDINATES (ANGSTROEM)
C: -0.288 0.200 -1.016
C: -0.365 0.741 0.190
O: -0.156 -1.019 2.097
O: 0.603 -0.743 -1.278
O: 1.407 -0.924 0.033
S: 0.733 -0.170 1.340
H: -0.876 0.433 -1.890
H: -1.059 1.482 0.525


The following is a quantum chemistry calculation of a 7-piece molecular cluster, C23H62O28P6 overall in a non-equilibrium geometry, from OMol25.

As for the strongest force on any atom: 8.062 eV/Å. The HOMO energy is -9.511 eV. The LUMO energy is -1.54 eV. The SMILES is O=C1OCC[C@H]1COO.COP(=O)(OC)OC.COP(=O)(OC)OC.COP(=O)(OC)OC.COP(=O)(OC)OC.COP(=O)(OC)OC.COP(=O)(OC)OC. Its total charge is 0. The calculated total energy comes out at -5068.1547 Eh.

CARTESIAN COORDINATES (ANGSTROEM)
O: -0.299 -3.553 6.628
C: -0.803 -2.525 6.688
O: -0.248 -1.275 6.458
C: -0.758 -0.403 7.479
C: -1.808 -1.234 8.295
C: -2.262 -2.159 7.123
C: -3.120 -1.405 6.079
O: -4.473 -1.883 6.140
O: -4.885 -1.796 7.472
H: -1.220 0.437 6.931
H: 0.011 0.068 8.108
H: -2.572 -0.682 8.851
H: -1.296 -1.955 8.953
H: -2.684 -3.141 7.366
H: -2.817 -1.601 5.038
H: -3.133 -0.312 6.245
H: -4.665 -0.907 7.797
C: -2.064 -2.481 1.364
O: -3.402 -2.252 1.839
P: -4.523 -1.758 0.690
O: -3.900 -0.429 0.345
O: -5.655 -1.626 1.829
C: -5.390 -0.830 2.977
O: -5.741 -1.751 -0.461
C: -5.334 -2.235 -1.753
H: -1.538 -3.078 2.107
H: -2.071 -3.022 0.419
H: -1.544 -1.531 1.240
H: -4.690 -0.021 2.760
H: -4.996 -1.454 3.776
H: -6.330 -0.394 3.314
H: -4.945 -3.251 -1.663
H: -4.572 -1.582 -2.182
H: -6.204 -2.250 -2.406
C: 2.343 3.602 -1.096
O: 2.054 2.391 -1.809
P: 0.980 1.336 -1.067
O: 1.809 1.001 0.146
O: 1.145 0.257 -2.255
C: 2.447 -0.199 -2.597
O: -0.444 0.594 -0.599
C: -1.298 1.380 0.253
H: 2.780 4.314 -1.796
H: 1.435 4.035 -0.678
H: 3.059 3.404 -0.300
H: 3.126 -0.166 -1.744
H: 2.849 0.405 -3.412
H: 2.364 -1.230 -2.939
H: -1.562 2.318 -0.238
H: -0.799 1.587 1.204
H: -2.209 0.814 0.440
C: -12.150 -4.704 -2.722
O: -11.419 -3.569 -2.239
P: -10.975 -2.428 -3.388
O: -10.048 -3.294 -4.201
O: -10.199 -1.568 -2.271
C: -9.209 -2.214 -1.476
O: -10.974 -1.080 -4.386
C: -11.905 -1.124 -5.477
H: -12.633 -5.183 -1.872
H: -12.916 -4.402 -3.436
H: -11.468 -5.414 -3.189
H: -8.739 -3.047 -2.003
H: -9.656 -2.571 -0.549
H: -8.442 -1.482 -1.226
H: -12.923 -1.254 -5.107
H: -11.652 -1.939 -6.159
H: -11.846 -0.178 -6.011
C: -3.941 -7.742 -3.546
O: -5.125 -6.951 -3.389
P: -6.459 -7.739 -2.737
O: -6.679 -8.740 -3.841
O: -7.373 -6.425 -2.887
C: -7.488 -5.798 -4.164
O: -7.555 -8.363 -1.629
C: -7.061 -9.438 -0.818
H: -3.096 -7.067 -3.671
H: -3.766 -8.366 -2.670
H: -4.029 -8.369 -4.433
H: -7.363 -6.510 -4.981
H: -6.747 -5.003 -4.254
H: -8.480 -5.352 -4.238
H: -6.178 -9.122 -0.259
H: -6.816 -10.301 -1.439
H: -7.839 -9.713 -0.110
C: 9.851 4.972 -0.514
O: 8.687 5.366 0.227
P: 7.219 5.218 -0.573
O: 7.466 6.224 -1.667
O: 6.417 5.837 0.679
C: 6.807 7.105 1.192
O: 5.787 4.575 -1.159
C: 5.936 3.538 -2.141
H: 10.668 4.819 0.190
H: 9.674 4.043 -1.053
H: 10.130 5.760 -1.213
H: 7.254 7.734 0.421
H: 7.510 6.973 2.014
H: 5.916 7.600 1.576
H: 6.524 2.715 -1.733
H: 6.418 3.928 -3.040
H: 4.946 3.167 -2.398
C: 16.716 8.312 -0.956
O: 16.224 6.966 -0.993
P: 14.805 6.675 -0.145
O: 15.315 6.971 1.240
O: 14.850 5.107 -0.510
C: 16.018 4.357 -0.195
O: 13.176 6.530 0.226
C: 12.445 7.765 0.281
H: 17.430 8.435 -1.769
H: 15.907 9.030 -1.088
H: 17.221 8.496 -0.008
H: 16.543 4.768 0.668
H: 16.687 4.333 -1.055
H: 15.711 3.338 0.034
H: 12.520 8.287 -0.674
H: 12.826 8.400 1.083
H: 11.399 7.534 0.472